C4H4NaO5Rb | ωB97M-V with the def2-TZVPD basis set

Geometry as XYZ:
```
15
Properties=species:S:1:pos:R:3:forces:R:3
Rb -2.593434 3.732256 -2.846963 0.6 -0.9 0.7
Na -3.146456 0.585622 2.113173 1.1 0.0 -0.9
O -1.110805 -0.210632 1.874410 -1.4 0.6 0.3
O 0.960593 0.180653 1.142843 0.7 0.5 -0.3
O -0.283200 -1.396264 0.167966 0.1 -0.4 -0.7
O -0.375450 1.553975 -1.517006 0.0 -0.7 0.9
O -2.227151 1.671551 -0.338136 -0.2 -0.6 1.0
C -1.047337 1.178548 -0.511858 0.2 0.1 -0.2
C 1.001087 -1.555128 -0.412602 -0.3 0.2 -0.1
C -0.372475 -0.158618 0.848024 -0.3 0.8 -1.0
C 1.886394 -0.602797 0.403988 -0.3 0.3 0.0
H 2.535224 -1.138329 1.110940 -0.1 0.1 -0.1
H 2.497091 0.048212 -0.235674 -0.1 -0.2 0.1
H 0.972642 -1.283721 -1.477253 0.1 0.0 0.2
H 1.303283 -2.605326 -0.321858 -0.1 0.2 0.0
```
Positions in Å, forces in eV/Å.

Computed properties:
**Molar mass**: 240.5 Da
**Maximum force**: 1.54 eV/A
**LUMO energy**: -1.07 eV
**HOMO**: -5.6 eV
**E**: -19521.1050 eV

---

C6H16O2 | ωB97M-V with the def2-TZVPD basis set

Geometry as XYZ:
```
24
Properties=species:S:1:pos:R:3:forces:R:3
O -0.187872 3.433375 2.483759 -0.1 0.0 -0.1
O 2.990061 1.213923 1.190934 -0.2 0.2 0.4
C 2.511137 -1.464882 -0.815619 -0.9 1.1 0.0
C 0.191180 -1.013010 -1.632098 0.5 0.6 -1.0
C 1.298155 -1.931645 -1.080062 -0.6 0.4 -1.9
C -0.385151 -0.067172 -0.582434 1.5 -0.1 1.0
C -2.987229 -0.332968 -0.224049 0.2 -1.4 0.3
C -1.543385 -0.701331 0.170058 0.1 -0.3 0.8
H 0.521201 -0.431460 -2.521714 0.4 -0.2 0.6
H -0.619062 0.932776 -0.948640 -0.2 -0.1 -0.3
H 2.700411 -0.392577 -0.984727 0.0 -0.5 0.4
H -3.076116 0.639616 -0.674464 0.0 0.6 0.0
H -0.610175 -1.589056 -2.066399 -0.4 -0.5 0.0
H -1.405544 -0.480669 1.239389 -0.2 0.0 -0.2
H 1.071779 -2.983413 -1.235778 0.2 -0.1 0.9
H 0.489006 0.074493 0.130723 -1.1 0.1 -0.6
H -3.559115 -0.388525 0.734741 -0.1 0.0 -1.2
H -0.493582 4.266401 2.858341 0.0 -0.1 0.0
H -3.347358 -1.071692 -0.985970 -0.1 0.6 0.8
H -0.838261 3.213259 1.804890 0.1 0.0 0.1
H 3.275752 -2.029653 -0.345683 0.7 -0.6 0.0
H -1.437270 -1.800669 0.098654 0.0 0.4 0.1
H 2.065762 1.440752 1.348067 -0.1 0.0 -0.3
H 3.375666 1.464124 2.038073 0.3 -0.1 -0.1
```
Positions in Å, forces in eV/Å.

Computed properties:
**SMILES**: C=CCCCC.O.O
**Molar mass**: 120.2 Da
**Relative energy (zero: lowest compared OMol25 entry of this formula, charge and spin)**: 32.7 kcal/mol
**Maximum force**: 1.99 eV/A
**LUMO energy**: 0.54 eV
**HOMO**: -9.3 eV
**E**: -10575.1223 eV

---

C18H37N3O4 | ωB97M-V with the def2-TZVPD basis set

Geometry as XYZ:
```
62
Properties=species:S:1:pos:R:3:forces:R:3
O 4.161279 1.480151 -3.139545 -0.3 -0.1 0.0
O -2.108103 3.476119 -1.192417 0.4 -0.1 0.1
O 1.907725 -1.835332 0.996317 -0.1 -0.1 0.1
O -2.543998 -1.983276 2.318874 0.0 0.0 0.0
N -3.027545 0.085791 -1.641398 0.5 0.1 -0.1
N -0.062147 4.576030 -1.371928 -0.1 -0.8 -0.1
N 2.622482 1.154770 -1.435815 0.8 -0.1 -0.1
C 1.794274 -2.505307 2.239693 0.0 0.0 0.2
C -3.897889 -1.828095 1.916318 -0.1 0.0 -0.1
C -2.948975 -1.814986 4.742398 -0.1 0.0 0.0
C 3.404973 -0.038177 -1.067441 0.0 0.1 0.5
C 2.736250 2.204436 -0.394454 -0.2 -0.1 -0.1
C 2.462937 -3.869134 2.270486 0.0 0.0 -0.1
C -4.297997 -0.386719 1.660916 0.1 0.0 0.1
C -1.051008 1.201032 -2.677258 0.2 0.0 0.2
C -0.939879 3.442290 -1.477500 -0.3 0.1 0.2
C 1.953150 2.221557 -3.594625 0.1 0.4 0.2
C -1.790437 0.376980 -1.662906 -0.8 -0.3 0.1
C 1.059044 4.343742 -2.296669 0.4 0.3 -0.2
C 1.313372 -2.498974 -0.108402 -0.2 -0.1 -0.2
C 0.784113 2.984942 -2.978977 -0.3 -0.1 -0.2
C 3.044523 1.645619 -2.712006 -0.1 -0.1 0.0
C -0.181292 -2.726776 0.040023 0.1 0.0 0.1
C -0.159774 2.249862 -2.020815 -0.3 0.4 -0.3
C -2.187141 -1.327838 3.521081 0.0 0.0 0.0
H 3.276130 -0.810167 -1.826808 0.1 0.1 0.0
H 2.455889 -4.261755 3.287761 0.0 0.0 0.0
H -2.293846 -0.242033 3.415050 0.0 0.0 0.0
H 4.472574 0.179490 -0.942477 -0.1 0.0 -0.1
H -0.685266 -1.797642 0.302260 -0.1 0.0 0.0
H -4.004251 -1.542533 4.701783 0.0 0.0 0.0
H 1.743435 2.537046 -0.069819 0.3 0.0 0.1
H -0.417347 0.510157 -3.250573 -0.1 0.1 0.0
H 0.742116 -2.591460 2.533937 0.0 0.0 0.0
H 1.508175 -1.842800 -0.958975 -0.1 -0.1 0.0
H -5.294412 -0.346662 1.220942 0.0 0.0 0.0
H 3.005961 -0.424225 -0.123742 0.1 0.1 -0.2
H 0.218092 4.618877 -0.397684 0.0 0.5 0.0
H -1.122447 -1.531250 3.646064 0.0 0.0 0.0
H 2.275026 -1.841618 2.959261 0.0 0.0 0.0
H -1.195642 -0.056664 -0.851185 0.1 0.2 -0.1
H -4.315738 0.203018 2.579717 0.0 0.0 0.0
H 2.024984 4.445656 -1.793953 -0.1 -0.3 0.0
H -3.598351 0.072739 0.963867 -0.1 0.0 -0.1
H 3.304593 3.071925 -0.746441 0.0 -0.1 0.1
H -1.757313 1.686041 -3.359407 0.1 -0.1 0.0
H 1.949174 -4.591920 1.635436 0.0 0.0 0.0
H -0.420171 -3.451120 0.818555 0.0 0.0 0.0
H -2.881259 -2.900625 4.825011 0.0 0.0 0.0
H 2.438019 2.841854 -4.356259 -0.1 -0.2 0.1
H 1.048694 5.106620 -3.083200 0.0 0.1 0.2
H -3.529962 0.524881 -2.415930 0.1 0.0 0.0
H -0.597009 -3.099492 -0.897281 0.0 0.0 0.0
H -4.569522 -2.294108 2.647038 0.0 0.0 0.0
H 1.828038 -3.445085 -0.313719 0.0 0.0 0.0
H 0.147662 3.253628 -3.836735 0.1 -0.2 0.0
H 3.273042 1.795108 0.462826 -0.1 0.0 0.0
H 1.549064 1.339434 -4.106517 0.0 0.1 0.0
H -3.980912 -2.401080 0.992807 0.0 0.0 0.0
H 3.497588 -3.794215 1.932994 0.0 0.0 0.0
H 0.385146 1.820996 -1.173146 -0.1 -0.1 -0.2
H -2.527893 -1.369721 5.644593 0.0 0.0 0.0
```
Positions in Å, forces in eV/Å.

Computed properties:
**SMILES**: [H]/N=C\C[C@@H]1C(=O)NC[C@H]1CC(=O)N(C)C.CCOCC.CCOCC
**Molar mass**: 359.5 Da
**Maximum force**: 0.87 eV/A
**LUMO energy**: 0.58 eV
**HOMO**: -9.5 eV
**E**: -31924.7760 eV